C32H35I2MoN7O5S3 as an isolated structure in a non-equilibrium geometry. Source: the OMol25 dataset; level of theory: ωB97M-V with the def2-TZVPD basis set.

Electronic energy in Ha: -3857.7365
HOMO-LUMO gap (spin up / spin down) in hartree: 0.2480 / 0.2512
Lowest unoccupied orbital energy (spin up / spin down) in eV: -6.286 / -6.255
HOMO (spin up / spin down) in eV: -13.035 / -13.091
Net charge: +2
Spin multiplicity: 3
Expectation value of S²: 2.02

```
85
C32H35I2MoN7O5S3 | the OMol25 dataset | ωB97M-V with the def2-TZVPD basis set
I 6.36 0.11 -3.25
I 3.69 0.03 -3.25
Mo 1.73 0.17 -0.17
S 1.90 3.47 -1.26
S 0.56 0.01 -2.53
S -1.73 -1.45 0.52
O 0.73 -4.93 3.97
O 2.44 -3.88 -0.20
O 1.76 -5.38 2.05
O 1.99 1.95 -1.11
O 2.20 -1.70 -0.65
N -1.20 -1.99 -2.63
N -3.52 -0.48 -1.17
N 0.97 -2.56 -3.10
N 0.60 -0.98 2.72
N 1.16 -1.12 1.51
N -4.19 -0.66 1.06
N 1.03 1.56 1.36
C -2.67 3.48 1.30
C 1.18 -4.56 2.92
C -0.78 -4.10 -3.78
C -0.57 3.05 2.39
C -5.43 -0.17 0.81
C 4.34 1.50 2.97
C -2.29 2.62 0.26
C 5.75 0.18 1.54
C -0.20 2.18 1.34
C 3.58 3.93 -1.65
C -5.72 0.19 -0.47
C 3.27 1.27 2.11
C -1.83 3.69 2.36
C 0.36 3.26 3.44
C -3.22 -0.83 0.11
C 1.10 -3.11 2.55
C -1.09 1.97 0.27
C 0.54 -2.15 3.36
C -1.69 -3.35 -2.82
C -6.37 -0.06 1.97
C 1.14 3.67 -2.86
C 1.47 -2.41 1.40
C 0.66 -3.97 -3.29
C 4.68 -0.06 0.68
C 1.94 1.85 2.30
C 1.60 2.69 3.39
C -5.00 0.35 -2.88
C -4.72 0.00 -1.45
C 3.44 0.48 0.96
C 5.58 0.95 2.68
C 2.10 -2.76 0.11
C 0.06 -1.65 -2.77
H -2.96 2.47 -0.58
H 4.83 -0.67 -0.20
H 4.19 3.55 -0.83
H -3.63 3.99 1.26
H -5.85 -0.24 -3.24
H -1.86 -1.28 -2.32
H -3.95 -0.97 2.00
H 1.36 4.69 -3.20
H 0.06 3.55 -2.74
H -2.09 4.35 3.17
H -1.74 -3.85 -1.85
H 0.22 -0.09 2.99
H -0.83 1.29 -0.54
H -7.37 0.19 1.63
H 0.80 -4.50 -2.35
H -5.28 1.40 -2.96
H -4.13 0.16 -3.50
H 2.06 -4.94 1.23
H 0.10 -2.24 4.34
H 6.72 -0.24 1.31
H 3.89 3.49 -2.59
H -6.69 0.58 -0.73
H 0.09 3.91 4.26
H 1.55 2.93 -3.54
H 1.93 -2.24 -3.17
H 4.23 2.09 3.87
H 2.32 2.88 4.17
H -0.87 -3.68 -4.78
H -6.41 -1.00 2.52
H 3.64 5.02 -1.68
H 1.36 -4.37 -4.02
H -6.03 0.72 2.65
H -1.06 -5.15 -3.83
H 6.41 1.13 3.34
H -2.71 -3.28 -3.21
```

C32H35I2MoN7O5S3 as an isolated structure in a non-equilibrium geometry. Source: the OMol25 dataset; level of theory: ωB97M-V with the def2-TZVPD basis set.

Electronic energy in Ha: -3857.7038
HOMO-LUMO gap (spin up / spin down) in hartree: 0.2310 / 0.2288
Lowest unoccupied orbital energy (spin up / spin down) in eV: -6.827 / -6.970
HOMO (spin up / spin down) in eV: -13.112 / -13.196
Net charge: +2
Spin multiplicity: 3
Expectation value of S²: 2.03

```
85
C32H35I2MoN7O5S3 | the OMol25 dataset | ωB97M-V with the def2-TZVPD basis set
I -4.20 0.48 0.90
I -1.72 1.57 0.86
Mo 0.60 0.08 -0.14
S -1.53 -1.46 2.54
S 1.67 3.28 1.28
S 0.62 1.17 -2.39
O 1.35 2.38 0.08
O 2.67 -0.12 -0.42
O 4.56 0.68 0.43
O 5.40 1.27 2.92
O 4.47 1.24 4.94
N 3.27 1.65 -2.61
N -1.29 -3.94 3.43
N 1.81 3.38 -3.15
N -1.00 -2.29 5.01
N 0.96 -2.11 -0.04
N 1.35 0.25 1.79
N 0.89 0.41 3.03
C 4.39 1.10 3.75
C -2.78 -0.94 -2.92
C 3.83 -4.28 0.92
C 2.78 -3.73 0.16
C 2.01 2.16 -2.69
C 2.67 0.46 1.83
C 1.37 -3.73 -1.78
C 3.06 0.76 3.15
C -0.55 -2.11 -1.83
C -0.10 -4.49 5.47
C 4.36 2.35 -2.99
C 1.93 -2.74 0.73
C 3.08 -3.07 2.83
C -2.00 -0.24 -2.01
C 3.39 0.34 0.55
C 0.61 4.72 1.05
C 5.68 1.69 -2.90
C -2.45 -2.23 -3.28
C 2.49 -4.18 -1.15
C 3.23 4.06 0.82
C -1.32 -2.82 -2.75
C 1.88 0.68 3.88
C -0.69 -3.24 6.08
C 2.85 4.12 -3.55
C 4.00 -3.94 2.23
C 4.16 3.63 -3.47
C 0.63 -2.68 -1.20
C -1.27 -2.65 3.74
C 2.54 5.48 -4.06
C 2.07 -2.49 2.11
C -0.88 -0.81 -1.42
C -1.03 -5.01 4.39
H -1.60 -3.47 6.65
H 5.77 0.93 -3.69
H 1.75 0.84 4.93
H 0.87 -4.26 5.02
H 0.01 -2.76 6.76
H 4.01 3.31 0.86
H 3.43 4.84 1.56
H 5.20 1.05 1.99
H 0.98 5.53 1.69
H -0.40 4.45 1.38
H 1.79 5.40 -4.84
H -1.54 -4.18 2.49
H 3.15 4.48 -0.18
H 1.08 -4.11 -2.74
H 3.42 5.98 -4.45
H -1.97 -5.36 4.83
H 3.38 0.72 -2.20
H -3.65 -0.46 -3.36
H 6.49 2.40 -3.03
H 4.81 -4.36 2.81
H -3.07 -2.78 -3.99
H 3.13 -4.92 -1.61
H 3.17 -2.85 3.89
H 4.47 -5.01 0.45
H 4.99 4.22 -3.80
H 5.79 1.18 -1.94
H 1.31 -1.92 2.61
H -2.27 0.79 -1.82
H -0.59 -5.85 3.86
H -1.19 -1.34 5.25
H 2.11 6.09 -3.27
H -0.08 0.07 3.20
H -1.04 -3.83 -3.03
H 0.60 5.02 0.01
H 0.05 -5.25 6.24
```

C32H35IN4O4V as an isolated structure in a non-equilibrium geometry. Source: the OMol25 dataset; level of theory: ωB97M-V with the def2-TZVPD basis set.

Electronic energy in Ha: -3002.1552
HOMO-LUMO gap (spin up / spin down) in hartree: 0.1856 / 0.1616
Lowest unoccupied orbital energy (spin up / spin down) in eV: -1.225 / -1.616
HOMO (spin up / spin down) in eV: -6.275 / -6.015
Spin multiplicity: 2
Expectation value of S²: 0.84

```
77
C32H35IN4O4V | the OMol25 dataset | ωB97M-V with the def2-TZVPD basis set
I 1.52 -4.72 2.16
V 0.03 -0.60 -0.15
O -0.37 1.28 -0.26
O -0.53 -2.30 -0.19
O -2.24 -0.24 -0.46
O -1.49 3.17 -0.65
N -1.72 -4.24 -0.34
N 0.62 -0.58 -2.28
N 0.03 -0.56 2.04
N 1.89 -0.74 0.09
C -0.91 -1.55 2.61
C 4.08 -0.79 3.12
C -4.36 2.55 2.58
C 3.88 -2.05 -3.38
C -1.43 1.97 -0.50
C 3.72 -0.66 1.79
C 4.48 -2.24 -2.15
C -0.26 -1.48 -3.06
C 1.99 -1.08 -2.26
C -5.49 1.76 2.67
C -2.73 1.11 -0.58
C -3.58 0.29 -2.83
C -4.75 1.77 -4.33
C -3.43 1.32 -1.91
C 3.12 -0.99 4.10
C -0.34 0.78 2.55
C -4.61 2.80 -3.40
C 2.62 -1.19 -1.02
C -3.46 2.38 1.53
C -3.96 2.57 -2.20
C 2.62 -1.48 -3.43
C 3.87 -1.82 -0.98
C 1.78 -0.96 3.75
C -0.48 -3.58 -0.49
C 1.42 -0.81 2.42
C -4.84 0.63 0.65
C -3.69 1.41 0.57
C 0.57 0.77 -2.89
C -5.74 0.80 1.70
C 0.65 -4.20 -0.88
C -4.23 0.52 -4.04
C 2.38 -0.75 1.41
H -0.25 0.80 3.64
H 4.48 -0.46 1.06
H -1.30 -1.23 -2.84
H -3.20 -0.70 -2.61
H 4.37 -2.37 -4.29
H 0.97 0.73 -3.90
H 1.57 -3.64 -0.96
H 0.67 -5.26 -1.05
H -0.46 1.11 -2.93
H -6.63 0.19 1.75
H -2.95 -0.85 -0.20
H -2.25 -3.84 0.42
H 1.15 1.47 -2.29
H 3.41 -1.13 5.13
H -3.85 3.38 -1.48
H 0.31 1.54 2.12
H -1.89 -1.40 2.16
H -0.10 -1.36 -4.13
H 5.13 -0.73 3.39
H -5.26 1.94 -5.26
H -0.07 -2.51 -2.78
H 4.34 -2.05 -0.04
H 5.44 -2.73 -2.09
H -5.07 -0.09 -0.13
H -5.01 3.78 -3.62
H -1.60 -5.23 -0.16
H -6.19 1.90 3.48
H -4.17 3.32 3.32
H -2.59 3.02 1.46
H 2.11 -1.37 -4.38
H 1.02 -1.06 4.51
H -1.01 -1.41 3.69
H -0.55 -2.56 2.41
H -4.34 -0.30 -4.74
H -1.37 0.99 2.28
```